(1)
{
  "formula": "C12H17N",
  "method": "ωB97M-V/def2-TZVPD",
  "orbital_gap_ev": 8.8,
  "energy_ev": -14207.290,
  "spin_multiplicity": 1,
  "e_above_lowest_kj_mol": 294.07,
  "fmax_ev_per_a": 5.63,
  "elements": ["C", "C", "C", "N", "C", "C", "C", "C", "C", "C", "H", "H", "H", "H", "H", "H", "H", "H", "H", "C", "C", "C", "H", "H", "H", "H", "H", "H", "H", "H"],
  "coordinates": [[-2.5697, -2.5941, -0.0455], [-2.3384, -1.1939, 0.4092], [-3.0168, -0.0610, -0.0660], [-2.3295, 1.0765, 0.5053], [-1.0858, 0.6604, 1.0774], [-0.0331, 1.3444, 1.6712], [0.9159, 0.6619, 2.3783], [0.8537, -0.7064, 2.5406], [-0.1920, -1.4709, 1.9601], [-1.1867, -0.7409, 1.2406], [-3.0688, -3.0234, 0.8315], [-1.8435, -3.1926, -0.4083], [-3.4027, -2.7304, -0.7936], [-3.9924, 0.0842, -0.6262], [-2.4956, 2.0723, 0.4441], [0.1142, 2.5405, 1.5325], [1.8402, 1.1871, 2.5258], [1.5492, -1.2756, 3.1113], [-0.2649, -2.4941, 2.0328], [1.8599, -0.0171, -1.1001], [2.6286, 0.7481, -2.0630], [1.6935, 1.9067, -2.4644], [0.7708, -0.1671, -1.2443], [2.0836, 0.3492, -0.1191], [2.5661, -1.0601, -1.0740], [3.6543, 1.1344, -1.6534], [2.8685, 0.1966, -3.0377], [1.3423, 2.4317, -1.5995], [2.0806, 2.8173, -2.9258], [0.9987, 1.5162, -3.0396]],
  "forces_ev_per_angstrom": [[-4.996, 1.194, 1.450], [0.377, 1.838, -1.359], [1.167, 0.483, 1.866], [1.589, -0.602, -0.482], [-2.701, -0.696, 0.934], [-0.318, 3.877, -0.884], [0.692, 0.143, -0.799], [-1.814, -2.064, -0.626], [-0.088, 4.222, -0.478], [0.122, -0.957, -1.350], [0.477, -0.868, 0.006], [3.031, -1.502, -0.706], [0.740, 0.829, 0.439], [1.668, -0.345, 0.745], [-0.470, -0.471, -0.483], [-0.519, -3.058, 0.264], [0.213, 0.167, 0.892], [0.808, 0.022, 0.292], [0.030, -2.160, 0.315], [2.542, -4.833, 1.382], [1.748, 2.643, -2.812], [4.178, 2.679, 2.251], [0.863, -0.091, -0.163], [-0.525, 0.417, 0.680], [-2.681, 1.925, 0.210], [-1.883, -0.807, -0.563], [-0.225, 0.478, 1.407], [-0.978, -0.441, 1.003], [0.784, -0.484, -0.888], [-3.834, -1.538, -2.544]],
  "nbo_charge": [-0.634, -0.083, -0.034, -0.565, 0.130, -0.223, -0.240, -0.228, -0.179, -0.080, 0.218, 0.218, 0.216, 0.228, 0.410, 0.211, 0.217, 0.212, 0.208, -0.608, -0.397, -0.606, 0.224, 0.216, 0.188, 0.200, 0.190, 0.196, 0.202, 0.194]
}

***

(2)
{
  "formula": "C12H17N",
  "method": "ωB97M-V/def2-TZVPD",
  "orbital_gap_ev": 8.7,
  "energy_ev": -14209.725,
  "spin_multiplicity": 1,
  "e_above_lowest_kj_mol": 59.13,
  "fmax_ev_per_a": 1.33,
  "elements": ["C", "C", "C", "N", "C", "C", "C", "C", "C", "C", "H", "H", "H", "H", "H", "H", "H", "H", "H", "C", "C", "C", "H", "H", "H", "H", "H", "H", "H", "H"],
  "coordinates": [[-0.9597, -1.5249, -0.1021], [-0.2467, -1.7276, 1.1979], [-0.1237, -2.9152, 1.8554], [0.3919, -2.7054, 3.1123], [0.5425, -1.3570, 3.3163], [1.0103, -0.6491, 4.4169], [1.1784, 0.7208, 4.3100], [0.9128, 1.3513, 3.0894], [0.3849, 0.6699, 2.0115], [0.1673, -0.7143, 2.1267], [-0.8333, -2.4359, -0.7016], [-0.5352, -0.7075, -0.6859], [-2.0450, -1.4481, -0.0259], [-0.4053, -3.9060, 1.5324], [0.6564, -3.3928, 3.7995], [1.3623, -1.1378, 5.3191], [1.3831, 1.2610, 5.2209], [1.2252, 2.3628, 2.8368], [0.2568, 1.1325, 1.0378], [0.8314, 1.2814, -4.0300], [-0.4049, 2.1591, -3.7758], [-1.7021, 1.4111, -4.0825], [1.2700, 1.3087, -5.0298], [0.5646, 0.2439, -3.8300], [1.6439, 1.4567, -3.3163], [-0.3823, 2.5174, -2.7491], [-0.2808, 3.0506, -4.3899], [-1.6334, 1.0375, -5.1042], [-1.7220, 0.5378, -3.4352], [-2.5072, 2.1193, -3.9245]],
  "forces_ev_per_angstrom": [[0.455, -0.919, -0.554], [-0.922, -0.009, 0.260], [0.149, -0.063, -0.125], [-0.004, -0.049, 0.672], [0.177, 0.016, -0.221], [0.536, 0.175, 0.305], [-0.654, -0.545, -0.011], [0.056, 0.624, -1.056], [0.243, -0.800, 0.009], [0.181, 0.393, -0.132], [0.153, 0.165, -0.073], [-0.206, 0.105, 0.067], [0.048, 0.513, 0.302], [0.116, 0.024, -0.020], [-0.195, -0.057, -0.294], [-0.344, -0.131, 0.031], [0.541, 0.269, -0.148], [-0.247, 0.108, 0.761], [-0.081, 0.195, 0.207], [0.221, -0.569, 0.729], [0.970, -0.050, -0.458], [1.241, 0.482, 0.017], [-0.320, 0.222, -0.026], [-0.056, -0.240, -0.136], [-0.060, 0.352, -0.167], [-0.147, -0.093, 0.182], [-0.353, 0.154, -0.083], [-0.427, 0.144, -0.109], [-0.510, 0.015, 0.185], [-0.560, -0.430, -0.114]],
  "nbo_charge": [-0.626, -0.117, -0.024, -0.523, 0.109, -0.236, -0.218, -0.243, -0.210, -0.027, 0.214, 0.214, 0.218, 0.209, 0.411, 0.210, 0.215, 0.212, 0.209, -0.615, -0.394, -0.602, 0.206, 0.195, 0.209, 0.194, 0.194, 0.202, 0.201, 0.211]
}

***

(3)
{
  "formula": "C12H17N",
  "method": "ωB97M-V/def2-TZVPD",
  "orbital_gap_ev": 8.5,
  "energy_ev": -14207.241,
  "spin_multiplicity": 1,
  "e_above_lowest_kj_mol": 298.77,
  "fmax_ev_per_a": 5.29,
  "elements": ["C", "C", "C", "N", "C", "C", "C", "C", "C", "C", "H", "H", "H", "H", "H", "H", "H", "H", "H", "C", "C", "C", "H", "H", "H", "H", "H", "H", "H", "H"],
  "coordinates": [[0.5420, 1.1921, 3.5399], [0.8291, 1.3063, 2.1427], [2.1813, 1.3760, 1.7728], [2.3134, 1.5293, 0.3733], [0.9965, 1.3862, -0.1997], [0.7051, 1.2334, -1.5840], [-0.6667, 1.4974, -1.8480], [-1.5893, 1.4915, -0.7269], [-1.2435, 1.2629, 0.5398], [0.1087, 1.1831, 0.9706], [0.6460, 0.2086, 3.9377], [-0.3605, 1.5990, 3.9229], [1.2607, 1.6933, 4.2326], [3.0302, 1.0461, 2.4200], [3.1333, 1.9010, -0.0660], [1.4806, 1.0890, -2.3373], [-0.8276, 1.7618, -2.8294], [-2.6555, 1.6946, -0.8941], [-1.9909, 1.3562, 1.3207], [-1.1193, -2.2789, -2.6264], [-1.0758, -2.0158, -1.0976], [0.0692, -2.5715, -0.3326], [-0.8698, -1.5068, -3.3671], [-0.5418, -3.2250, -2.7392], [-2.1524, -2.3870, -2.9915], [-1.4127, -1.1126, -0.7496], [-1.9720, -2.6708, -0.6675], [0.9491, -1.9883, -0.1502], [-0.2563, -2.5399, 0.7860], [0.4888, -3.5114, -0.7518]],
  "forces_ev_per_angstrom": [[0.458, 0.319, 3.206], [3.903, -0.347, -0.808], [-0.476, -0.059, -0.856], [-2.314, -1.348, 1.094], [2.669, -1.364, 2.162], [-2.002, 1.571, 1.752], [2.019, -1.187, 3.219], [-0.668, 0.610, -3.469], [0.794, 0.164, 3.093], [-0.687, 1.640, -4.979], [-0.461, -1.258, -0.021], [-1.298, 0.201, -0.195], [0.010, 0.161, -1.059], [-0.638, 1.158, -0.689], [0.070, -0.240, -0.246], [-0.283, 0.389, 0.198], [-1.425, 0.115, -2.014], [0.520, -0.107, -0.266], [-0.246, -0.344, -0.119], [-0.386, -0.125, 0.094], [-2.561, -3.608, -0.639], [0.761, -0.049, 2.502], [1.198, 0.091, 0.706], [-0.511, 0.699, -0.652], [0.045, -0.730, 0.598], [-0.182, 2.665, 0.369], [1.476, 0.946, -1.088], [0.688, 1.123, -0.904], [0.336, -1.205, -1.730], [-0.810, 0.119, 0.741]],
  "nbo_charge": [-0.631, -0.124, -0.014, -0.549, 0.159, -0.245, -0.206, -0.258, -0.187, -0.090, 0.217, 0.222, 0.220, 0.214, 0.413, 0.224, 0.211, 0.217, 0.208, -0.622, -0.401, -0.618, 0.209, 0.202, 0.208, 0.221, 0.177, 0.205, 0.210, 0.204]
}